The following is a quantum chemistry calculation of C22H31N3O4S in the gas phase, from OMol25.

The geometry in ORCA input format:
```
! RIJCOSX wB97M-V def2-TZVPD def2/J DEFGRID3
* xyz 0 1
C 5.990 2.775 -0.222
C 4.634 2.269 -0.687
O 4.726 0.865 -0.832
C 3.617 0.178 -1.227
C 3.769 -1.203 -1.355
C 2.697 -2.000 -1.699
C 1.451 -1.431 -1.942
C 1.312 -0.052 -1.864
C 2.378 0.748 -1.500
H 2.211 1.809 -1.417
H 0.353 0.392 -2.071
N 0.319 -2.211 -2.213
S -1.064 -1.844 -1.322
O -1.788 -3.082 -1.215
O -1.736 -0.741 -1.938
C -0.407 -1.381 0.248
C 0.376 -2.220 1.006
N 0.904 -1.488 2.027
C 0.487 -0.188 1.920
C -0.347 -0.089 0.830
C -0.980 1.157 0.324
O -0.291 2.117 0.006
N -2.328 1.174 0.294
C -3.100 0.045 0.786
H -2.941 -0.825 0.138
C -4.604 0.283 0.889
C -5.325 0.206 -0.458
C -5.208 1.478 -1.290
C -3.764 1.852 -1.609
H -3.248 1.007 -2.069
C -2.976 2.284 -0.373
H -3.623 2.820 0.330
H -2.163 2.955 -0.663
H -3.767 2.678 -2.323
H -5.752 1.331 -2.226
H -5.686 2.307 -0.759
H -4.916 -0.633 -1.025
H -6.384 0.005 -0.279
H -4.996 -0.509 1.531
H -4.814 1.234 1.381
H -2.713 -0.205 1.783
C 0.902 0.887 2.859
H 0.511 0.721 3.863
H 0.521 1.833 2.484
H 1.988 0.957 2.914
C 1.787 -2.021 3.028
H 1.291 -2.815 3.591
H 2.077 -1.233 3.717
H 2.684 -2.432 2.561
C 0.629 -3.672 0.829
H 0.488 -4.207 1.768
H -0.074 -4.062 0.098
H 1.649 -3.853 0.488
H 0.487 -3.205 -2.246
H 2.825 -3.071 -1.785
H 4.739 -1.634 -1.164
H 3.858 2.522 0.048
H 4.367 2.730 -1.648
H 6.254 2.317 0.728
H 6.752 2.518 -0.952
H 5.961 3.854 -0.101
*
```

Calculated values
SMILES string: CCOc1ccc(NS(=O)(=O)c2c(C(=O)N3CCCCCC3)c(C)n(C)c2C)cc1
Orbital gap: 8.5 eV
Energy: -1720.34753 Ha
HOMO level: -7.96 eV


The following is a quantum chemistry calculation of a molecular structure, C22H31N5O3, from OMol25.

The geometry in ORCA input format:
```
! RIJCOSX wB97M-V def2-TZVPD def2/J DEFGRID3
* xyz 0 1
C 0.199 2.772 1.663
C -0.673 2.802 0.283
O -1.023 1.477 -0.255
C -2.127 0.979 0.070
C -1.936 0.018 1.143
H -2.022 0.702 2.271
H -1.069 -0.310 1.346
C -3.185 -1.048 1.297
N -3.077 -1.952 0.228
C -3.815 -1.659 -1.001
O -4.773 -0.978 -0.899
C -3.211 -2.654 -2.013
C -2.056 -1.735 -2.989
C -1.023 -1.705 -1.893
N -0.626 -2.635 -1.072
N 0.435 -2.049 -0.276
C 0.858 -0.935 -1.006
N 1.916 -0.223 -0.479
C 2.044 0.793 -1.064
O 2.980 1.702 -0.509
C 1.400 1.201 -2.228
C 1.598 2.533 -2.687
C 0.847 2.784 -3.921
C -0.111 2.073 -4.370
C -0.348 0.485 -3.846
C 0.224 0.411 -2.730
N 0.103 -0.597 -2.084
H -1.212 0.002 -4.202
H -0.564 2.330 -5.349
H 1.105 3.804 -4.555
H 2.367 2.966 -2.447
C 2.814 -0.911 0.535
C 1.930 -0.873 1.935
H 1.659 0.185 2.052
C 2.930 -1.262 3.058
C 3.752 -0.322 3.579
H 4.604 -0.151 2.539
H 3.262 0.890 3.866
H 4.488 -0.571 4.339
C 2.002 -1.632 4.489
H 1.211 -2.272 4.019
H 1.422 -0.607 4.844
H 2.711 -1.915 5.168
H 3.506 -2.102 2.723
H 1.236 -1.649 1.894
H 3.497 -0.145 0.491
H 3.015 -1.746 0.213
H -1.981 -2.136 -3.918
H -2.550 -0.881 -3.019
H -2.865 -3.469 -1.600
H -4.133 -2.750 -2.805
H -2.340 -2.526 0.181
H -3.403 -1.637 2.142
H -4.240 -0.272 1.147
H -2.974 1.889 0.233
H -2.576 0.528 -0.621
H -1.410 3.351 0.527
H 0.052 3.406 -0.298
H 0.358 3.661 2.122
H -0.461 2.328 2.429
H 1.262 2.238 1.307
*
```

Calculated values
Orbital gap: 8.2 eV
Energy: -1355.69651 Ha
HOMO level: -8.82 eV


The following is a quantum chemistry calculation of C22H31N5O4S2 in the gas phase, from OMol25.

The geometry in ORCA input format:
```
! RIJCOSX wB97M-V def2-TZVPD def2/J DEFGRID3
* xyz 0 1
C -0.361 0.052 -6.268
H -0.051 0.680 -7.100
H -1.279 0.457 -5.847
H -0.560 -0.948 -6.642
C 0.730 0.006 -5.201
N 1.013 1.354 -4.745
C 2.246 1.879 -4.722
O 3.236 1.355 -5.189
C 2.301 3.256 -4.059
H 3.109 3.844 -4.494
H 1.354 3.790 -4.108
S 2.753 3.073 -2.307
C 1.316 2.308 -1.708
N 0.132 2.333 -2.266
N -0.695 1.618 -1.493
C -0.024 1.179 -0.461
N 1.280 1.612 -0.534
C 2.438 1.113 0.154
H 3.254 1.818 -0.019
H 2.245 1.027 1.224
C 2.801 -0.275 -0.425
C 4.198 -0.747 0.022
H 4.136 -1.592 0.702
C 4.892 -1.103 -1.297
H 5.960 -0.905 -1.280
C 4.148 -0.213 -2.290
H 4.150 -0.574 -3.317
H 4.545 0.810 -2.274
O 2.804 -0.226 -1.838
H 4.726 -2.152 -1.543
H 4.724 0.066 0.524
H 2.010 -0.981 -0.136
C -0.588 0.364 0.603
C -0.322 0.633 1.946
C -0.877 -0.161 2.932
C -1.695 -1.216 2.575
C -1.984 -1.484 1.250
C -1.433 -0.691 0.261
H -1.643 -0.874 -0.781
H -2.629 -2.317 1.017
S -2.396 -2.217 3.883
O -3.142 -3.292 3.289
O -1.359 -2.548 4.817
N -3.383 -1.059 4.607
C -3.651 -1.270 6.023
H -3.587 -0.302 6.529
H -2.876 -1.924 6.420
C -5.071 -1.865 6.132
H -5.057 -2.844 6.606
H -5.709 -1.207 6.720
C -5.565 -1.950 4.682
H -5.375 -2.942 4.273
H -6.623 -1.716 4.583
C -4.672 -0.945 3.951
H -5.034 0.080 4.079
H -4.559 -1.160 2.890
H -0.688 0.017 3.978
H 0.290 1.480 2.219
H 0.287 1.798 -4.190
C 0.314 -0.858 -4.013
H 0.127 -1.879 -4.336
H 1.100 -0.862 -3.262
H -0.594 -0.458 -3.565
H 1.662 -0.373 -5.635
*
```

Calculated values
SMILES string: CC(C)NC(=O)CSc1nnc(-c2ccc(S(=O)(=O)N3CCCC3)cc2)n1C[C@@H]1CCCO1
Orbital gap: 8.6 eV
Energy: -2228.05125 Ha
HOMO level: -8.48 eV